1.
# C4H5NO2

C4H5NO2 in the gas phase (ωB97M-V/def2-TZVPD, OMol25).

Each line ends with the natural charge from an NBO analysis.
Positions of all 12 atoms, in Å:
N  -2.25  -0.61  -0.29  -0.73
C  -1.22  -0.35  0.47  0.19
C  0.11  -0.69  0.04  -0.34
C  1.15  0.17  0.02  0.15
O  2.48  -0.17  -0.06  -0.67
C  0.84  1.58  0.20  0.34
O  -0.32  1.97  0.15  -0.52
H  -3.18  -0.48  0.08  0.39
H  -2.21  -0.88  -1.27  0.36
H  0.30  -1.75  -0.11  0.22
H  2.60  -1.04  0.36  0.48
H  1.69  2.26  0.41  0.13

Summary:
- Frontier orbital gap (spin up / spin down): 0.292 / 0.292 Eh
- LUMO (spin up / spin down): 0.1935 / 0.1938 eV
- DFT total energy: -360.55268 Ha
- Energy above the lowest of the compared OMol25 structures with the same formula, charge and spin: 73.3 kcal per mole
- 2S+1: 1
- E_HOMO (spin up / spin down): -7.74 / -7.74 eV
- Largest force on an atom: 0.0088 hartree/bohr


2.
# C4H24N2O7

7 unconnected molecules or ions with the total composition C4H24N2O7 at a distorted geometry (ωB97M-V/def2-TZVPD, OMol25).

Each line ends with the natural charge from an NBO analysis.
Positions of all 37 atoms, in Å:
N  -1.92  -2.37  -0.94  -0.87
C  -0.52  -2.06  -0.93  -0.22
C  0.06  -1.29  0.25  -0.44
C  0.81  0.02  0.01  -0.09
N  2.11  -0.07  -0.70  -0.86
C  0.90  0.67  1.41  -0.07
O  1.20  2.06  1.48  -0.78
H  -2.02  -3.16  -1.58  0.37
H  -2.53  -1.61  -1.25  0.39
H  -0.20  -1.63  -1.91  0.16
H  0.16  -2.98  -0.85  0.18
H  0.79  -2.00  0.72  0.20
H  -0.73  -1.12  1.03  0.22
H  0.16  0.71  -0.57  0.21
H  1.95  -0.53  -1.60  0.36
H  2.80  -0.71  -0.22  0.38
H  -0.15  0.69  1.75  0.16
H  1.47  0.15  2.20  0.18
H  2.02  2.28  0.98  0.51
O  -2.26  0.76  -1.12  -0.96
H  -2.50  0.73  -0.18  0.47
H  -1.88  1.66  -1.10  0.49
O  -2.73  -1.10  2.09  -0.97
H  -2.53  -1.48  1.22  0.49
H  -3.16  -1.85  2.52  0.48
O  3.09  -2.76  -1.48  -0.94
H  2.48  -2.88  -2.24  0.47
H  2.96  -3.60  -1.02  0.47
O  2.57  2.76  -0.70  -1.00
H  1.70  3.12  -0.98  0.49
H  2.54  1.83  -0.98  0.50
O  -2.17  2.15  1.88  -0.98
H  -1.23  2.06  2.01  0.49
H  -2.73  1.39  2.02  0.50
O  -0.13  3.24  -0.80  -0.97
H  -0.35  4.13  -0.50  0.48
H  -0.01  2.80  0.07  0.50

Summary:
- Frontier orbital gap: 0.365 Eh
- LUMO: 0.2515 eV
- DFT total energy: -802.96709 Ha
- Energy above the lowest of the compared OMol25 structures with the same formula, charge and spin: 40.1 kcal per mole
- SMILES: NCC[C@H](N)CO.O.O.O.O.O.O
- 2S+1: 1
- E_HOMO: -9.67 eV
- Largest force on an atom: 0.0539 hartree/bohr


3.
# C19H32I2N4O2

A molecular structure, C19H32I2N4O2 (ωB97M-V/def2-TZVPD, OMol25).

Each line ends with the natural charge from an NBO analysis.
Positions of all 59 atoms, in Å:
C  0.72  -0.29  7.56  -0.64
C  1.12  -0.56  6.11  -0.31
I  2.01  -2.52  5.98  0.07
C  -0.02  -0.24  5.14  -0.35
I  0.30  -0.89  3.11  0.09
C  -1.39  -0.67  5.59  -0.09
C  -1.68  -1.98  5.85  -0.19
C  -2.97  -2.37  6.28  -0.19
C  -3.96  -1.44  6.43  -0.18
C  -3.70  -0.09  6.16  0.09
N  -4.70  0.82  6.32  -0.35
C  -4.40  2.06  6.04  0.01
C  -3.11  2.45  5.61  0.02
N  -2.13  1.61  5.46  -0.40
C  -2.41  0.30  5.73  0.17
H  -0.09  0.44  7.61  0.22
H  0.36  -1.19  8.06  0.23
H  1.56  0.12  8.11  0.23
H  1.95  0.09  5.85  0.23
H  0.00  0.84  5.03  0.27
H  -0.93  -2.75  5.73  0.23
H  -3.19  -3.41  6.48  0.22
H  -4.95  -1.72  6.75  0.23
H  -5.18  2.81  6.15  0.20
H  -2.92  3.50  5.39  0.20
C  -1.09  -3.20  -2.53  -0.61
C  -1.26  -2.28  -1.33  -0.08
C  -1.70  -0.86  -1.69  -0.07
O  -0.68  -0.05  -2.23  -0.55
C  -0.46  -0.19  -3.63  -0.25
N  -0.03  -2.30  -0.53  -0.82
H  -0.17  -2.99  -3.07  0.20
H  -1.04  -4.24  -2.20  0.22
H  -1.93  -3.11  -3.22  0.20
H  -2.06  -2.70  -0.70  0.19
H  -2.02  -0.36  -0.77  0.18
H  -2.57  -0.88  -2.37  0.16
H  -1.40  -0.38  -4.16  0.16
H  0.25  -1.00  -3.84  0.16
H  -0.03  0.74  -4.00  0.21
H  -0.19  -1.78  0.33  0.35
H  0.67  -1.76  -1.04  0.36
C  2.52  3.12  -5.98  -0.61
C  2.97  1.69  -5.72  -0.08
C  4.23  1.29  -6.51  -0.07
O  4.00  1.02  -7.88  -0.55
C  4.00  2.15  -8.73  -0.25
N  1.85  0.78  -5.95  -0.83
H  2.02  3.22  -6.94  0.20
H  1.80  3.43  -5.21  0.22
H  3.36  3.82  -5.96  0.20
H  3.24  1.62  -4.66  0.19
H  4.61  0.35  -6.09  0.18
H  5.02  2.04  -6.39  0.16
H  4.72  2.91  -8.39  0.17
H  3.01  2.61  -8.79  0.16
H  4.28  1.82  -9.72  0.19
H  2.11  -0.16  -5.67  0.35
H  1.70  0.71  -6.95  0.36

Summary:
- Frontier orbital gap: 0.310 Eh
- LUMO: -0.4742 eV
- DFT total energy: -1708.02579 Ha
- 2S+1: 1
- E_HOMO: -8.92 eV
- Largest force on an atom: 0.0089 hartree/bohr


4.
# C18H27BN8O7P2Pd

A molecular structure, C18H27BN8O7P2Pd at a distorted geometry (ωB97M-V/def2-TZVPD, OMol25).

Each line ends with the Mulliken spin population.
Positions of all 64 atoms, in Å:
Pd  0.70  -0.26  -0.73  0.59
C  -0.13  2.15  -3.36  0.02
C  -0.90  2.04  -2.09  0.00
C  -1.90  2.91  -1.66  0.00
C  -2.45  2.34  -0.54  0.01
N  -1.82  1.20  -0.29  -0.01
N  -0.85  1.00  -1.23  0.00
B  -1.99  0.07  0.71  0.03
N  -0.85  0.16  1.75  -0.01
C  -0.82  0.63  3.00  0.02
C  0.44  0.40  3.51  0.02
C  1.16  -0.22  2.49  0.00
C  2.55  -0.76  2.55  0.00
N  0.35  -0.35  1.43  0.25
N  -1.84  -1.27  -0.09  0.01
C  -2.69  -2.30  -0.24  0.00
C  -2.09  -3.28  -1.01  0.00
C  -0.82  -2.79  -1.34  -0.02
C  0.27  -3.40  -2.15  0.03
N  -0.71  -1.58  -0.78  0.03
N  -3.31  0.06  1.45  0.00
C  -3.65  -0.79  2.45  0.00
C  -4.91  -0.45  2.87  0.00
C  -5.28  0.65  2.07  0.00
C  -6.54  1.44  2.08  0.00
N  -4.31  0.95  1.22  0.00
H  -0.82  2.44  -4.15  0.00
H  0.33  1.21  -3.63  0.00
H  0.64  2.92  -3.29  0.00
H  -2.21  3.82  -2.16  0.00
H  -3.29  2.64  0.08  0.00
H  -1.70  1.07  3.44  0.00
H  0.79  0.63  4.50  0.00
H  3.19  -0.09  3.13  0.00
H  2.96  -0.91  1.56  0.00
H  2.55  -1.73  3.05  0.00
H  -3.67  -2.26  0.20  0.00
H  -2.52  -4.22  -1.31  0.00
H  -0.03  -4.39  -2.49  0.00
H  1.18  -3.48  -1.57  -0.01
H  0.49  -2.79  -3.03  0.00
H  -2.97  -1.57  2.78  0.00
H  -5.49  -0.92  3.65  0.00
H  -7.25  1.05  2.82  0.00
H  -7.02  1.42  1.10  0.00
H  -6.34  2.48  2.33  0.00
C  5.10  0.70  0.30  0.00
C  4.42  0.32  -1.01  0.00
O  5.32  0.49  -2.10  0.00
P  3.03  1.40  -1.39  -0.02
O  3.53  2.79  -1.94  0.00
O  2.36  0.77  -2.67  0.01
O  1.96  1.44  -0.32  0.00
P  3.77  -1.44  -1.10  0.01
O  4.56  -2.22  0.04  0.00
O  4.13  -1.90  -2.46  0.00
O  2.31  -1.48  -0.63  0.00
H  5.60  1.66  0.19  0.00
H  5.85  -0.05  0.56  0.00
H  4.38  0.76  1.12  0.00
H  5.29  -0.34  -2.62  0.00
H  3.86  3.43  -1.30  0.00
H  2.91  0.67  -3.46  0.00
H  5.16  -2.88  -0.33  0.00

Summary:
- Frontier orbital gap (spin up / spin down): 0.259 / 0.228 Eh
- LUMO (spin up / spin down): -4.6346 / -5.4737 eV
- Net charge: +1
- ⟨S²⟩: 0.754
- DFT total energy: -2502.37093 Ha
- Energy above the lowest of the compared OMol25 structures with the same formula, charge and spin: 0.0 kcal per mole
- 2S+1: 2
- E_HOMO (spin up / spin down): -11.68 / -11.67 eV
- Largest force on an atom: 0.0321 hartree/bohr


5.
# C21H46B2BeF4KO12S

A molecular structure, C21H46B2BeF4KO12S at a distorted geometry (ωB97M-V/def2-TZVPD, OMol25).

Each line ends with the Mulliken charge.
Positions of all 88 atoms, in Å:
B  0.26  3.37  2.55  0.40
C  -1.32  2.76  2.65  -1.25
C  -1.20  1.35  2.31  0.13
C  -1.06  0.64  3.64  -0.84
C  -0.10  -0.40  3.57  -0.07
S  0.04  -1.36  2.09  1.40
O  0.76  -2.60  2.40  -0.71
O  -1.23  -1.60  1.41  -0.63
O  1.02  -0.50  1.12  -0.35
H  0.73  3.74  3.66  -0.13
H  1.00  2.55  1.90  -0.17
H  0.29  4.42  1.89  -0.16
H  -1.88  2.93  3.56  0.38
H  -1.87  3.32  1.89  0.31
H  -2.04  0.91  1.77  0.39
H  -0.34  1.23  1.65  -0.12
H  -2.04  0.30  3.97  0.45
H  -0.69  1.29  4.43  0.57
H  0.76  0.21  3.85  -0.21
H  -0.25  -1.18  4.32  0.48
H  0.47  -0.03  0.47  0.27
O  2.35  -3.74  -3.91  -0.76
C  2.01  -3.91  -2.76  1.02
O  2.79  -3.65  -1.72  -0.32
C  2.14  -4.07  -0.48  -0.38
C  0.66  -4.08  -0.82  0.42
C  0.67  -4.47  -2.30  -0.85
H  2.51  -5.05  -0.21  0.32
H  2.39  -3.37  0.31  0.33
H  0.07  -4.75  -0.19  0.43
H  0.24  -3.07  -0.70  -0.80
H  0.67  -5.55  -2.44  0.39
H  -0.16  -4.02  -2.85  0.26
K  0.37  -4.09  -5.28  0.97
C  -1.17  -10.85  -5.60  -0.30
C  -0.50  -9.72  -6.04  -0.65
C  0.11  -8.87  -5.13  -0.16
C  0.05  -9.15  -3.76  -0.28
C  -0.61  -10.29  -3.32  -0.45
C  -1.23  -11.13  -4.24  -0.48
H  -1.64  -11.51  -6.32  0.42
H  -0.45  -9.51  -7.10  0.40
H  0.63  -7.99  -5.48  0.38
H  0.53  -8.49  -3.05  0.35
H  -0.66  -10.51  -2.26  0.36
H  -1.75  -12.01  -3.90  0.42
O  -0.53  -1.08  -2.36  -0.34
H  -1.34  -1.57  -2.07  0.48
H  0.29  -1.53  -2.05  0.36
H  -0.56  -0.15  -2.05  0.46
O  1.63  1.80  4.45  -0.29
H  2.46  1.28  4.67  0.41
C  1.13  7.87  1.86  -0.53
O  0.29  6.82  2.35  -0.46
H  2.14  7.67  2.18  0.27
H  1.09  7.91  0.77  0.26
H  0.80  8.83  2.27  0.19
H  -0.60  7.01  2.05  0.25
Be  1.86  1.44  3.19  -0.23
B  -1.85  -13.60  -8.40  0.62
F  -1.81  -12.51  -9.30  -0.41
F  -0.56  -13.80  -7.86  -0.41
F  -2.74  -13.28  -7.34  -0.43
F  -2.29  -14.75  -9.06  -0.38
C  6.23  3.78  4.91  -1.08
C  5.73  2.35  4.95  -0.29
O  4.35  2.26  4.57  -0.42
H  5.63  4.41  5.57  0.29
H  7.27  3.84  5.22  0.35
H  6.14  4.19  3.90  0.35
H  5.80  1.95  5.96  0.31
H  6.33  1.72  4.29  0.26
H  4.27  2.60  3.67  0.21
C  -5.59  9.03  -0.20  -1.10
C  -4.64  8.39  0.78  -0.21
O  -3.27  8.71  0.48  -0.36
C  -2.88  9.93  0.85  0.77
O  -3.56  10.75  1.41  -0.54
O  -1.61  10.09  0.48  -0.32
C  -1.09  11.40  0.75  -0.71
H  -5.32  8.77  -1.22  0.29
H  -6.61  8.70  -0.01  0.36
H  -5.56  10.12  -0.12  0.32
H  -4.70  7.30  0.71  0.29
H  -4.87  8.66  1.81  0.32
H  -1.23  11.68  1.79  0.32
H  -1.56  12.13  0.09  0.34
H  -0.02  11.36  0.53  0.22

Summary:
- Frontier orbital gap: 0.117 Eh
- LUMO: -6.9760 eV
- Net charge: +1
- DFT total energy: -3192.31683 Ha
- 2S+1: 1
- E_HOMO: -10.16 eV
- Largest force on an atom: 0.1166 hartree/bohr